C4H4N2 in the gas phase, computed with ωB97M-V/def2-TZVPD.

Properties
**SMILES**: C#C[C@H](N)C#N
**2S+1**: 1
**Lowest unoccupied orbital energy**: 0.0277 Eh
**Relative energy (zero: lowest compared OMol25 entry of this formula, charge and spin)**: 229.3 kJ/mol
**Electronic energy**: -7190.3117 eV
**Gap between HOMO and LUMO**: 11.199 eV

Element x y z (Å)
N: -1.29 -0.89 0.09
C: -0.40 0.25 0.36
C: 1.04 -0.06 0.25
C: 2.21 -0.34 0.26
C: -0.76 1.37 -0.52
N: -1.09 2.24 -1.22
H: -1.67 -0.82 -0.85
H: -0.77 -1.76 0.13
H: -0.56 0.60 1.38
H: 3.25 -0.58 0.26

Results of the Mulliken charge analysis, in e, for atoms 1 through 8: N -0.591; C 0.367; C -0.749; C 0.174; C 0.086; N -0.386; H 0.283; H 0.268